1.
A structure of composition C35H37BF4P2Pd at a distorted geometry. Source: OMol25; level of theory: the ωB97M-V functional and the def2-TZVPD basis.

Atoms and positions in Å:
Pd: -0.3755 0.9528 1.6868
C: -0.4769 -3.0552 -1.6116
C: 0.8106 -2.7220 -1.6390
C: 1.5953 -2.5378 -2.9062
C: 0.9165 -1.7744 -4.0803
C: -0.1444 -0.7586 -3.7406
C: -1.4235 -1.0139 -3.4484
C: -2.0609 -2.3668 -3.4904
C: -1.2333 -3.4937 -2.8274
C: -0.6294 2.9262 2.2703
H: -1.0423 -3.0761 -0.6803
H: 1.3997 -2.7165 -0.7191
H: 1.8706 -3.5326 -3.2996
H: 2.5405 -2.0302 -2.6677
H: 1.7199 -1.2208 -4.5921
H: 0.5416 -2.5076 -4.8130
H: 0.1682 0.2827 -3.8732
H: -2.1298 -0.1968 -3.3182
H: -2.2777 -2.6534 -4.5346
H: -3.0267 -2.2924 -2.9693
H: -1.9448 -4.2735 -2.5197
H: -0.5750 -3.9421 -3.5862
H: -1.3107 2.8088 3.1267
H: -1.0015 3.6507 1.5298
H: 0.3662 3.2223 2.6265
P: 1.0090 -0.7228 1.1545
P: -0.5342 1.8995 -0.3493
C: 1.3497 -0.1586 -0.5182
C: 0.6084 0.7899 -1.1683
C: 2.6393 -1.0135 1.8657
C: 3.6460 -1.6424 1.1094
C: 4.9248 -1.7873 1.6515
C: 5.2001 -1.3287 2.9453
C: 4.1907 -0.7204 3.6977
C: 2.9142 -0.5687 3.1658
C: 0.0064 -2.1962 1.5604
C: -1.4034 -2.1294 1.4830
C: -2.1855 -3.1310 2.0627
C: -1.5819 -4.2272 2.6841
C: -0.1887 -4.3326 2.7033
C: 0.6027 -3.3284 2.1449
C: 0.1175 3.5306 -0.7762
C: 1.4092 3.8626 -0.3342
C: 1.9280 5.1240 -0.6205
C: 1.1735 6.0485 -1.3512
C: -0.0799 5.6815 -1.8548
C: -0.6200 4.4277 -1.5705
C: -2.3416 1.8775 -0.6105
C: -3.2318 2.0843 0.4604
C: -4.6074 1.9827 0.2526
C: -5.1008 1.6335 -1.0081
C: -4.2175 1.4769 -2.0845
C: -2.8412 1.6456 -1.8999
H: 2.2865 -0.5227 -0.9559
H: 0.8535 1.0553 -2.1989
H: 3.4350 -1.9987 0.0989
H: 5.7091 -2.2499 1.0510
H: 6.2048 -1.4363 3.3588
H: 4.3998 -0.3511 4.7009
H: 2.1389 -0.0860 3.7500
H: -1.8849 -1.2841 0.9746
H: -3.2724 -3.0499 2.0207
H: -2.1948 -5.0010 3.1474
H: 0.2942 -5.1986 3.1555
H: 1.6905 -3.4125 2.1536
H: 1.9983 3.1369 0.2311
H: 2.9253 5.3843 -0.2706
H: 1.5611 7.0527 -1.5346
H: -0.6459 6.3771 -2.4740
H: -1.5959 4.1313 -1.9558
H: -2.8362 2.3188 1.4498
H: -5.2933 2.1741 1.0748
H: -6.1722 1.4904 -1.1569
H: -4.5985 1.2324 -3.0763
H: -2.1368 1.6017 -2.7287
F: -0.1988 0.3657 3.8923
B: 0.4378 1.2801 4.9489
F: 0.9567 0.4289 5.9203
F: 1.4600 2.0045 4.2917
F: -0.5844 2.0995 5.4132

Values from the calculation:
lowest unoccupied orbital energy (alpha / beta)	-0.3 / -1.9	eV
expectation value of S²	2.017
HOMO (alpha / beta)	-5.55 / -8.92	eV
2S+1	3

In elementary charge units, the Löwdin charges are:
1 Pd 0.631
2 C -0.093
3 C -0.145
4 C -0.180
5 C -0.173
6 C -0.124
7 C -0.110
8 C -0.179
9 C -0.180
10 C -0.190
11 H 0.087
12 H 0.070
13 H 0.119
14 H 0.095
15 H 0.108
16 H 0.109
17 H 0.091
18 H 0.062
19 H 0.120
20 H 0.107
21 H 0.113
22 H 0.105
23 H 0.025
24 H -0.003
25 H 0.017
26 P 0.952
27 P 0.919
28 C -0.309
29 C -0.308
30 C -0.350
31 C -0.099
32 C -0.082
33 C -0.075
34 C -0.051
35 C -0.055
36 C -0.348
37 C -0.129
38 C -0.075
39 C -0.071
40 C -0.065
41 C -0.068
42 C -0.356
43 C -0.084
44 C -0.071
45 C -0.076
46 C -0.080
47 C -0.072
48 C -0.342
49 C -0.088
50 C -0.069
51 C -0.074
52 C -0.074
53 C -0.119
54 H 0.064
55 H 0.057
56 H 0.091
57 H 0.103
58 H 0.105
59 H 0.117
60 H 0.075
61 H 0.095
62 H 0.109
63 H 0.107
64 H 0.108
65 H 0.107
66 H 0.115
67 H 0.108
68 H 0.106
69 H 0.105
70 H 0.099
71 H 0.074
72 H 0.109
73 H 0.107
74 H 0.108
75 H 0.094
76 F -0.095
77 B -1.166
78 F 0.127
79 F 0.081
80 F 0.125



2.
A structure of composition C28H33N7RbS. Source: OMol25; level of theory: the ωB97M-V functional and the def2-TZVPD basis.

Atoms and positions in Å:
Rb: 0.3148 0.3498 -0.8170
C: -1.7030 2.1886 1.9184
C: -2.5224 1.0202 1.4471
C: -3.9042 1.1334 1.3032
C: -4.6184 0.0571 0.8197
C: -3.9436 -1.1131 0.5068
C: -2.5687 -1.1594 0.6947
N: -1.8710 -0.1075 1.1435
C: -1.8142 -2.4146 0.3873
C: -2.4377 -3.6520 0.5171
C: -1.7316 -4.7895 0.1746
C: -0.4216 -4.6672 -0.2478
C: 0.1540 -3.4004 -0.2936
N: -0.5430 -2.2993 -0.0021
C: 1.5977 -3.2342 -0.6607
C: 2.4843 -4.3014 -0.5516
C: 3.8078 -4.1052 -0.9040
C: 4.2142 -2.8567 -1.3376
C: 3.2771 -1.8318 -1.3933
C: 3.6561 -0.4375 -1.8001
N: 1.9978 -2.0278 -1.0652
H: -2.2306 2.7686 2.6753
H: -1.4736 2.8640 1.0901
H: -0.7561 1.8485 2.3319
H: -4.3971 2.0614 1.5634
H: -5.6901 0.1238 0.6818
H: -4.4765 -1.9639 0.1051
H: -3.4508 -3.7242 0.8872
H: -2.1960 -5.7650 0.2412
H: 0.1385 -5.5420 -0.5424
H: 2.1606 -5.2634 -0.1818
H: 4.5165 -4.9211 -0.8345
H: 5.2413 -2.6695 -1.6230
H: 4.7039 -0.3738 -2.0883
H: 3.4867 0.2455 -0.9652
H: 3.0546 -0.0971 -2.6442
S: 1.6127 4.4078 2.3668
C: 1.4742 3.4848 0.9990
N: 1.3543 2.8231 0.0461
N: 2.9625 1.9829 3.8727
C: 1.9975 0.8394 3.9422
C: 1.7690 0.2984 2.5395
N: 2.9980 -0.0639 1.8476
C: 3.9517 1.0393 1.8243
C: 4.2495 1.6161 3.2017
H: 3.1492 2.3320 4.8098
H: 2.5033 2.7991 3.3489
H: 1.0756 1.2151 4.3849
H: 2.4316 0.0857 4.5991
H: 1.2675 1.0667 1.9525
H: 1.1011 -0.5623 2.5921
H: 3.4088 -0.9012 2.2434
H: 3.5467 1.8273 1.1863
H: 4.8876 0.7081 1.3740
H: 4.8555 2.5183 3.1372
H: 4.7508 0.8909 3.8434
C: -4.9590 3.0257 -4.7671
C: -3.7896 2.3516 -4.1092
C: -3.9109 1.1083 -3.4978
C: -2.7963 0.5159 -2.9291
N: -1.5845 1.0727 -2.9254
C: -1.4696 2.2686 -3.5079
C: -2.5259 2.9354 -4.1019
H: -5.9040 2.5959 -4.4377
H: -4.8992 2.9102 -5.8513
H: -4.9696 4.0947 -4.5541
H: -4.8674 0.6004 -3.4644
H: -2.8831 -0.4562 -2.4513
H: -0.4830 2.7201 -3.4960
H: -2.3607 3.9058 -4.5541

Values from the calculation:
lowest unoccupied orbital energy	-2.2	eV
net charge	+1
HOMO	-10.49	eV

In elementary charge units, the Löwdin charges are:
1 Rb 0.821
2 C -0.024
3 C -0.313
4 C -0.011
5 C -0.039
6 C -0.021
7 C -0.235
8 N 0.095
9 C -0.214
10 C -0.004
11 C -0.031
12 C -0.003
13 C -0.201
14 N 0.097
15 C -0.210
16 C -0.013
17 C -0.041
18 C -0.015
19 C -0.325
20 C -0.031
21 N 0.080
22 H 0.091
23 H 0.087
24 H 0.049
25 H 0.121
26 H 0.117
27 H 0.113
28 H 0.115
29 H 0.119
30 H 0.110
31 H 0.107
32 H 0.116
33 H 0.116
34 H 0.084
35 H 0.053
36 H 0.084
37 S 0.552
38 C -0.962
39 N -0.065
40 N 0.009
41 C -0.101
42 C -0.214
43 N -0.033
44 C -0.196
45 C -0.104
46 H 0.171
47 H -0.009
48 H 0.133
49 H 0.133
50 H 0.055
51 H 0.130
52 H 0.120
53 H 0.098
54 H 0.130
55 H 0.135
56 H 0.132
57 C -0.037
58 C -0.258
59 C -0.021
60 C -0.150
61 N -0.041
62 C -0.142
63 C -0.018
64 H 0.080
65 H 0.093
66 H 0.086
67 H 0.115
68 H 0.104
69 H 0.112
70 H 0.120



- What is the formula in the first record?
  C35H37BF4P2Pd